Arrangement w

Below is 2 unconnected molecules or ions with the total composition C5H6N2O, with properties calculated with ωB97M-V/def2-TZVPD.

As for the LUMO energy: -0.007 Eh. Its multiplicity is 1. Its total charge is 0. The orbital gap is 8.444 eV.

Each line ends with the natural charge from an NBO analysis.
Element x y z (Å)
1 O -0.905 -2.414 0.673  -0.560
2 C -1.223 -1.390 0.223  0.847
3 H -0.969 0.903 -1.616  0.203
4 C 1.692 -1.660 -0.228  -0.301
5 H 1.441 -1.074 2.062  0.197
6 H -1.181 1.697 0.036  0.236
7 N 1.611 0.313 0.332  -0.454
8 C -1.624 0.937 -0.797  -0.410
9 C 1.822 -0.506 -0.857  -0.007
10 N -1.715 -0.429 -0.251  -0.533
11 H 1.556 -2.720 -0.398  0.232
12 H 1.800 -0.090 -1.781  0.190
13 H -2.644 1.140 -1.259  0.222
14 C 1.590 -0.780 0.989  0.138

Arrangement x

Below is a molecular structure, C5H6N2O, with properties calculated with ωB97M-V/def2-TZVPD.

As for the LUMO energy: 0.017 Eh. Its multiplicity is 1. Its total charge is 0. The orbital gap is 10.750 eV.

Each line ends with the natural charge from an NBO analysis.
Element x y z (Å)
1 H 1.868 -0.975 1.777  0.231
2 O 1.043 -1.668 -0.776  -0.546
3 C -1.348 -0.083 -0.741  -0.169
4 H -1.292 1.743 0.325  0.224
5 H -1.056 -0.271 -1.740  0.244
6 N -0.280 -0.187 0.142  -0.402
7 H 1.838 1.132 1.000  0.245
8 C 2.077 -0.044 0.721  -0.679
9 H -0.287 1.775 -1.227  0.221
10 H 3.013 -0.331 0.391  0.220
11 C -0.648 1.247 -0.409  -0.246
12 N -3.360 -1.035 0.669  -0.289
13 C -2.505 -0.582 0.008  0.270
14 C 0.937 -0.721 -0.140  0.677

Quick one: most stable of them? arrangement x

Arrangement w

Below is a single C5H6N2O molecule, with properties calculated with ωB97M-V/def2-TZVPD.

As for the LUMO energy: 0.023 Eh. Its multiplicity is 1. Its total charge is 0. The orbital gap is 9.256 eV. Its structure (SMILES) is C=Cn1nccc1O.

Each line ends with the natural charge from an NBO analysis.
Element x y z (Å)
1 H -3.277 -1.191 0.090  0.231
2 C -0.648 0.836 -0.138  0.471
3 H -2.770 1.488 0.286  0.248
4 O 0.355 1.858 -0.020  -0.709
5 C 2.393 -0.186 -0.280  -0.460
6 H 1.158 -1.913 0.744  0.266
7 C 1.305 -0.890 0.207  -0.027
8 N -1.022 -1.255 -0.206  -0.302
9 H 1.177 1.430 0.488  0.493
10 H 3.362 -0.413 0.433  0.236
11 H 2.244 0.543 -1.033  0.242
12 C -2.245 -0.658 -0.037  -0.025
13 C -2.037 0.792 -0.116  -0.407
14 N 0.005 -0.440 -0.418  -0.255

Arrangement x

Below is a single C5H6N2O molecule, with properties calculated with ωB97M-V/def2-TZVPD.

As for the LUMO energy: -0.030 Eh. Its multiplicity is 1. Its total charge is 0. The orbital gap is 9.054 eV. Its structure (SMILES) is [H]/N=C1/C=CC(CO)=N1.

Each line ends with the natural charge from an NBO analysis.
Element x y z (Å)
1 C -0.808 -1.354 -0.093  -0.248
2 H 2.038 1.048 1.407  0.483
3 C -1.192 -0.817 -1.362  -0.239
4 H 0.412 -0.517 2.886  0.207
5 C 1.014 -0.612 1.782  -0.142
6 H -1.107 -2.339 0.505  0.236
7 H -1.500 -1.430 -2.491  0.278
8 H -0.930 2.525 -1.920  0.369
9 H 1.356 -1.728 1.668  0.225
10 N -0.014 0.822 -0.073  -0.482
11 O 2.367 0.129 1.831  -0.705
12 C -0.842 0.603 -1.262  0.328
13 N -1.185 1.446 -2.106  -0.551
14 C 0.027 -0.233 0.692  0.241

Quick one: most stable of them? arrangement w

Arrangement w

Below is a single C5H6N2O molecule, with properties calculated with ωB97M-V/def2-TZVPD.

As for the LUMO energy: 0.028 Eh. Its multiplicity is 1. Its total charge is 0. The orbital gap is 10.544 eV. Its structure (SMILES) is O=C1C[C@@H]2CN=CN12.

Each line ends with the natural charge from an NBO analysis.
Element x y z (Å)
1 N -0.229 1.459 -1.469  -0.382
2 H 1.080 -1.813 0.130  0.239
3 H 0.587 -0.484 -1.941  0.237
4 H -0.097 -2.007 1.546  0.225
5 O 1.730 0.271 2.086  -0.544
6 H -0.195 2.955 0.091  0.225
7 H -1.130 -0.489 -2.335  0.230
8 C 0.357 -1.351 0.722  -0.489
9 H -1.736 -0.639 0.309  0.224
10 C -0.376 -0.123 -1.329  -0.310
11 C 0.830 -0.073 1.437  0.683
12 C -0.092 1.845 -0.222  0.233
13 N 0.017 0.782 0.852  -0.485
14 C -0.745 -0.332 0.124  -0.087

Arrangement x

Below is a single C5H6N2O molecule, with properties calculated with ωB97M-V/def2-TZVPD.

As for the LUMO energy: -0.001 Eh. Its multiplicity is 1. Its total charge is 0. The orbital gap is 9.849 eV. Its structure (SMILES) is O=C[C@H]1[C@H]2CC=NN21.

Each line ends with the natural charge from an NBO analysis.
Element x y z (Å)
1 C 0.854 -1.274 -0.256  0.063
2 N 0.485 0.921 -0.903  -0.257
3 H -0.412 -0.803 1.454  0.264
4 C -1.600 -0.207 -0.554  0.377
5 H 1.657 -0.473 1.482  0.244
6 H -1.112 2.053 -0.395  0.243
7 H 1.141 1.830 0.819  0.237
8 C 0.605 -0.366 1.038  -0.510
9 O -2.694 -0.479 0.120  -0.514
10 H 1.511 -2.192 -0.248  0.235
11 H -1.172 -0.549 -1.631  0.194
12 N 0.893 -0.494 -1.197  -0.259
13 C -0.694 1.051 -0.224  -0.182
14 C 0.537 0.982 0.494  -0.134

Quick one: most stable of them? arrangement w

Arrangement w

Below is a single C5H6N2O molecule, with properties calculated with ωB97M-V/def2-TZVPD.

As for the LUMO energy: -0.007 Eh. Its multiplicity is 1. Its total charge is 0. The orbital gap is 9.757 eV. Its structure (SMILES) is C[C@]12CN1N=CC2=O.

Each line ends with the natural charge from an NBO analysis.
Element x y z (Å)
1 H 0.976 1.516 -1.437  0.251
2 C 1.523 0.808 -0.516  -0.614
3 H 1.562 -1.332 1.155  0.240
4 H 2.030 1.507 0.276  0.227
5 C -1.936 -0.285 -0.181  -0.071
6 C 0.310 0.279 0.172  -0.097
7 N -1.318 -1.369 -0.518  -0.191
8 H 2.213 -0.257 -0.751  0.252
9 H -3.116 -0.513 -0.101  0.245
10 C 0.393 -1.088 0.831  -0.227
11 O -1.251 2.071 0.134  -0.513
12 C -0.945 0.865 0.058  0.479
13 H -0.524 -1.130 1.458  0.240
14 N 0.085 -1.075 -0.579  -0.222

Arrangement x

Below is a single C5H6N2O molecule, with properties calculated with ωB97M-V/def2-TZVPD.

As for the LUMO energy: 0.032 Eh. Its multiplicity is 1. Its total charge is 0. The orbital gap is 10.009 eV. Its structure (SMILES) is c1n[nH]cc1[C@H]1CO1.

Each line ends with the natural charge from an NBO analysis.
Element x y z (Å)
1 H 3.310 0.607 -0.212  0.407
2 H 2.102 -1.447 0.565  0.236
3 C 0.286 -0.178 -0.158  -0.216
4 C -2.108 -0.405 0.705  -0.106
5 H -2.122 0.555 0.989  0.202
6 C 0.283 1.240 -0.385  -0.046
7 C -0.912 -0.870 -0.109  0.056
8 C 1.572 -0.532 0.090  -0.062
9 H -2.812 -1.150 0.973  0.192
10 H -0.779 -1.963 -0.690  0.203
11 O -2.028 -0.218 -0.726  -0.510
12 H -0.481 1.899 -0.922  0.233
13 N 1.465 1.743 -0.224  -0.234
14 N 2.224 0.717 0.104  -0.355

Arrangement y

Below is a single C5H6N2O molecule, with properties calculated with ωB97M-V/def2-TZVPD.

As for the LUMO energy: 0.026 Eh. Its multiplicity is 1. Its total charge is 0. The orbital gap is 9.866 eV. Its structure (SMILES) is C#C/C(=N/O)N1CC1.

Each line ends with the natural charge from an NBO analysis.
Element x y z (Å)
1 C 1.628 0.223 0.882  -0.270
2 O -0.021 1.456 -2.224  -0.582
3 H 1.834 -1.698 -0.182  0.192
4 C -2.502 -0.605 1.092  -0.174
5 N 0.804 0.183 -0.466  -0.384
6 H 0.243 -1.768 0.547  0.227
7 C -1.616 -0.198 0.334  -0.075
8 H 1.282 0.712 1.996  0.212
9 C -0.633 0.344 -0.452  0.230
10 H -3.292 -1.201 1.565  0.251
11 N -1.130 1.022 -1.370  -0.058
12 H 2.721 0.395 0.952  0.225
13 H -0.343 2.181 -2.918  0.481
14 C 1.024 -1.047 0.245  -0.274

Quick one: most stable of them? arrangement x

Arrangement w

Below is a single C5H6N2O molecule, with properties calculated with ωB97M-V/def2-TZVPD.

As for the LUMO energy (alpha / beta): 0.006 / 0.006 Eh. Its multiplicity is 1. Its total charge is 0. The orbital gap (alpha / beta) is 8.061 / 8.061 eV.

Each line ends with the natural charge from an NBO analysis.
Element x y z (Å)
1 N -1.195 -1.362 0.667  -0.377
2 C 0.096 -1.028 0.841  -0.006
3 C 0.767 0.016 0.376  -0.128
4 H 2.662 1.113 0.691  0.227
5 C 2.177 0.381 0.005  -0.635
6 C -0.365 0.969 -0.270  0.513
7 H 2.765 -0.456 -0.056  0.217
8 N -2.130 -0.737 -0.091  -0.228
9 H 0.625 -1.943 1.254  0.201
10 H -2.674 1.017 -1.165  0.211
11 O -0.021 2.037 -0.625  -0.583
12 C -2.028 0.461 -0.627  -0.066
13 H -2.966 -1.312 -0.068  0.416
14 H 2.286 0.844 -0.932  0.238

Arrangement x

Below is a molecular structure, C5H6N2O, with properties calculated with ωB97M-V/def2-TZVPD.

As for the LUMO energy: 0.029 Eh. Its multiplicity is 1. Its total charge is 0. The orbital gap is 8.409 eV.

Each line ends with the natural charge from an NBO analysis.
Element x y z (Å)
1 H -2.641 0.371 -0.764  0.384
2 C -1.402 -1.238 0.229  -0.209
3 O 2.655 -0.971 0.096  -0.650
4 H 2.312 -1.747 -0.102  0.466
5 C 1.401 -0.281 -0.097  0.409
6 C 0.159 1.640 0.143  -0.113
7 N 1.472 1.221 0.190  -0.566
8 H 2.418 1.614 -0.466  0.422
9 H -1.659 -1.535 1.337  0.227
10 H -1.654 -1.943 -0.552  0.203
11 C -0.687 0.649 -0.065  0.077
12 H -0.405 2.682 0.227  0.217
13 N -1.961 0.144 0.035  -0.626
14 C -0.009 -0.606 -0.212  -0.241

Arrangement y

Below is a single C5H6N2O molecule, with properties calculated with ωB97M-V/def2-TZVPD.

As for the LUMO energy: 0.015 Eh. Its multiplicity is 1. Its total charge is 0. The orbital gap is 9.028 eV. Its structure (SMILES) is O=C1C[C@@H]2C=NN[C@H]12.

Each line ends with the natural charge from an NBO analysis.
Element x y z (Å)
1 C 0.093 0.408 0.953  -0.190
2 H 0.491 -2.390 0.256  0.248
3 H 0.267 2.531 0.217  0.380
4 H -1.534 -1.082 0.394  0.235
5 H -0.185 0.461 2.093  0.241
6 O 2.569 0.003 0.763  -0.500
7 H -1.521 -0.054 -2.024  0.210
8 C 0.516 -1.348 -0.272  -0.492
9 C -1.103 0.282 -1.112  -0.052
10 N -0.444 1.719 0.339  -0.403
11 N -0.866 1.552 -0.867  -0.182
12 C 1.396 -0.330 0.602  0.587
13 C -0.725 -0.501 -0.038  -0.331
14 H 1.045 -1.249 -1.305  0.250

Quick one: most stable of them? arrangement y

Arrangement w

Below is a molecular structure, C5H6N2O, with properties calculated with ωB97M-V/def2-TZVPD.

As for the LUMO energy: 0.031 Eh. Its multiplicity is 1. Its total charge is 0. The orbital gap is 9.533 eV.

Each line ends with the natural charge from an NBO analysis.
Element x y z (Å)
1 H -3.250 0.381 -0.473  0.227
2 C 1.200 -0.223 -0.114  0.438
3 H 3.069 -0.744 0.406  0.497
4 C -1.390 -1.308 -0.060  -0.389
5 H -1.906 -1.945 -0.891  0.211
6 H -1.440 -1.928 0.779  0.203
7 H -0.003 2.545 -0.225  0.394
8 C -0.848 0.660 -0.188  0.134
9 N 1.331 1.098 0.077  -0.338
10 H -2.445 0.251 1.340  0.219
11 N 0.060 1.573 0.005  -0.335
12 C -2.242 0.004 0.148  -0.399
13 O 2.114 -1.158 0.028  -0.656
14 C -0.167 -0.465 -0.075  -0.208

Arrangement x

Below is a molecular structure, C5H6N2O, with properties calculated with ωB97M-V/def2-TZVPD.

As for the LUMO energy: 0.011 Eh. Its multiplicity is 1. Its total charge is 0. The orbital gap is 9.594 eV.

Each line ends with the natural charge from an NBO analysis.
Element x y z (Å)
1 H 2.554 0.922 0.891  0.192
2 H 2.626 1.017 -0.875  0.199
3 C 0.498 0.734 -0.319  -0.342
4 H -1.027 2.477 0.307  0.210
5 N -1.833 0.675 0.164  -0.282
6 O 1.767 -0.890 -0.005  -0.511
7 C 2.078 0.557 -0.036  -0.048
8 H 0.438 -0.460 1.516  0.190
9 N -1.975 -0.626 -0.172  -0.231
10 H 0.491 0.484 -1.431  0.232
11 H -1.044 -2.294 -0.399  0.210
12 C 0.447 -0.588 0.389  0.039
13 C -0.833 -1.313 -0.078  0.062
14 C -0.777 1.383 0.060  0.080

Quick one: most stable of them? arrangement w

Arrangement w

Below is a single C5H6N2O molecule, with properties calculated with ωB97M-V/def2-TZVPD.

As for the LUMO energy (alpha / beta): 0.014 / 0.002 Eh. Its multiplicity is 1. Its total charge is 0. The orbital gap (alpha / beta) is 7.565 / 8.080 eV.

Each line ends with the natural charge from an NBO analysis.
Element x y z (Å)
1 H -0.904 -1.861 -0.084  0.405
2 H -2.546 2.016 -0.111  0.233
3 C -1.981 1.114 -0.032  -0.299
4 C 1.393 -0.502 0.014  0.095
5 H -3.230 -0.828 0.074  0.221
6 C -0.028 -0.026 0.146  0.054
7 C -0.584 1.248 0.092  -0.276
8 H 1.414 -1.608 -0.213  0.166
9 H 0.102 2.034 0.106  0.225
10 N -1.066 -0.914 0.070  -0.505
11 N 3.619 0.116 0.042  -0.313
12 O 2.380 0.350 0.103  -0.197
13 H 3.687 -0.913 -0.248  0.248
14 C -2.257 -0.226 0.040  -0.056

Arrangement x

Below is a single C5H6N2O molecule, with properties calculated with ωB97M-V/def2-TZVPD.

As for the LUMO energy: -0.013 Eh. Its multiplicity is 1. Its total charge is 0. The orbital gap is 8.041 eV. Its structure (SMILES) is O=CC1=NC=CCN1.

Each line ends with the natural charge from an NBO analysis.
Element x y z (Å)
1 N -0.386 -1.354 0.175  -0.497
2 C -1.138 1.343 0.203  -0.245
3 H -2.371 -1.809 -0.129  0.195
4 C 1.955 -0.536 0.033  0.403
5 H -1.275 1.825 1.133  0.187
6 O 2.658 0.417 -0.195  -0.512
7 C -1.687 -1.023 -0.070  -0.027
8 H 2.392 -1.629 0.064  0.137
9 C 0.483 -0.410 0.084  0.323
10 C -2.131 0.224 -0.243  -0.238
11 N 0.177 0.881 0.119  -0.554
12 H 0.844 1.468 -0.375  0.414
13 H -3.155 0.457 -0.653  0.222
14 H -1.129 2.070 -0.582  0.192

Arrangement y

Below is a single C5H6N2O molecule, with properties calculated with ωB97M-V/def2-TZVPD.

As for the LUMO energy: 0.022 Eh. Its multiplicity is 1. Its total charge is 0. The orbital gap is 9.972 eV.

Each line ends with the natural charge from an NBO analysis.
Element x y z (Å)
1 H -0.064 -1.447 1.242  0.153
2 H 2.239 2.699 -0.238  0.244
3 N -0.974 -0.704 -0.559  -0.381
4 H 0.783 -1.290 -1.602  0.203
5 H -1.929 -1.130 1.243  0.214
6 C 0.664 0.778 -0.761  -0.205
7 C -0.547 0.696 -0.256  0.258
8 O 0.210 2.531 0.526  -0.225
9 H 1.124 -1.124 -0.152  0.204
10 C 1.275 1.991 -0.106  0.092
11 C 0.556 -0.633 -0.833  -0.223
12 N -0.884 1.828 0.432  -0.133
13 H -1.312 -2.666 0.435  0.215
14 C -1.142 -1.529 0.630  -0.417

Arrangement z

Below is a single C5H6N2O molecule, with properties calculated with ωB97M-V/def2-TZVPD.

As for the LUMO energy: 0.019 Eh. Its multiplicity is 1. Its total charge is 0. The orbital gap is 8.884 eV. Its structure (SMILES) is C=CO/C(N)=C/C#N.

Each line ends with the natural charge from an NBO analysis.
Element x y z (Å)
1 N 0.478 -0.895 -0.858  -0.813
2 H -2.806 1.090 -0.596  0.225
3 H 1.764 2.080 0.263  0.261
4 C 1.725 1.002 0.034  -0.512
5 C -2.251 -0.528 0.815  -0.505
6 H -1.400 -0.930 1.408  0.234
7 C 2.983 0.234 0.266  0.249
8 C -1.989 0.470 0.003  0.129
9 H 1.327 -1.441 -0.965  0.423
10 H -3.263 -0.729 0.944  0.232
11 O -0.608 0.957 -0.394  -0.523
12 C 0.525 0.263 -0.194  0.550
13 N 4.054 -0.321 0.373  -0.376
14 H -0.540 -1.251 -1.097  0.425

Quick one: most stable of them? arrangement x